(1)
ORCA calculation (ωB97M-V/def2-TZVPD) on a structure of composition C44H89AsF21O34S8.

**Net charge**: -1
**HOMO-LUMO gap**: 10.55 eV
**Highest occupied orbital energy**: -9.28 eV
**E**: -321271.9952 eV

Each line ends with the Löwdin charge.
Cartesian coordinates (Å):
H: 6.455983 2.448310 2.053753  0.0645
S: -6.056187 6.025606 -0.399804  0.7343
S: 3.949708 -0.781595 -5.316956  0.6565
C: 0.905463 -0.544557 7.911950  -0.3099
H: 1.247300 -5.151264 -0.021259  0.1176
O: -4.156696 4.912406 -5.420119  -0.2808
C: 3.505005 -1.947650 3.999264  -0.1662
H: 3.028731 -4.145251 4.090552  0.0854
H: -3.112357 -9.198211 2.130764  0.0747
C: -2.722407 2.991798 -6.677547  -0.0748
H: 2.998244 0.169865 -3.420221  0.0290
C: 2.651643 0.194886 -4.453347  -0.0983
H: 7.944305 -0.023015 -4.086366  0.0739
H: 0.581803 4.213164 1.498603  0.0678
O: -4.354412 6.218106 -0.387180  -0.2533
O: -6.561485 5.500102 0.872940  -0.2997
F: 1.117814 -2.851643 8.302367  0.2053
H: 2.124395 -2.980865 5.137208  0.0727
H: 1.878142 -4.369235 -4.159124  0.0684
H: -3.352834 3.787134 5.564142  0.1253
C: -2.749861 4.568650 5.101817  -0.1922
C: 4.616740 4.853332 -3.501526  -0.6238
H: 0.011492 4.516223 -2.611073  0.0654
O: -4.681102 2.363389 1.947235  -0.3146
O: 4.329320 -2.160615 2.847386  0.0355
H: 0.954582 3.318416 -3.607465  0.0635
H: -2.666075 -4.347886 -0.927155  0.0632
C: 5.450752 2.523534 1.639077  -0.1014
H: -2.937997 0.082824 3.350649  0.0549
H: -0.849262 -0.864178 -4.481010  0.1121
C: -2.593306 -8.278606 2.400974  -0.0551
C: 7.272183 0.694467 -3.615671  -0.0625
H: -1.190081 -1.234048 4.752554  0.0841
F: 6.478330 -4.134867 1.436853  0.1752
O: 5.302495 0.133584 -4.900315  -0.2710
H: 2.222346 3.226399 2.456146  0.1206
H: -6.836752 -3.322378 3.139611  0.0718
H: -2.308577 3.769989 -7.318832  0.0716
O: 1.178052 0.622750 8.304304  0.1269
H: -1.547599 2.523082 -3.138570  0.1053
H: -3.302757 1.557931 -0.058792  0.0939
O: -3.983057 2.660115 -4.216557  -0.3249
C: -4.092915 1.006871 -0.568789  -0.2721
H: -6.896882 4.657601 -2.363375  0.0735
H: -3.537694 2.413491 -7.112251  0.0636
O: 3.386343 4.179433 0.993010  -0.2444
H: -6.212196 3.765698 -0.943961  0.0541
C: -4.683824 -5.085915 -0.867455  -0.2587
H: 4.879243 1.834916 2.261393  0.0526
S: -4.863846 0.915620 1.959269  0.6994
O: 0.540925 -0.958881 6.673531  0.0164
C: 6.157471 -2.887988 1.750488  -0.5456
C: -1.130149 3.217553 -3.867640  -0.2805
H: 1.139779 -4.283389 -2.614498  0.0603
H: -3.926082 -6.829294 1.427088  0.0835
H: -5.235563 4.603925 -2.206823  0.0512
H: -3.120626 -0.916730 1.933032  0.0580
H: 9.127668 5.702661 -0.901566  0.0879
F: 2.046731 -1.504162 9.639108  0.2027
F: 2.201214 -1.696013 0.064033  -0.3012
H: 0.351199 -2.121127 -4.506598  0.0987
H: 0.356477 -1.790505 4.309570  0.0476
C: -2.249248 4.845899 0.039932  -0.0387
H: -4.462238 -6.093528 -0.515735  0.1030
H: 8.376299 6.438767 -2.285310  0.0882
H: -4.588569 1.710674 -1.237442  0.1119
C: -4.466824 6.107691 5.841101  -0.2889
H: -0.171676 -0.256194 3.602354  0.0789
H: 7.238371 1.622743 -4.185997  0.0719
H: -1.437452 5.564107 0.155152  0.0698
C: 2.423024 3.220796 1.384789  -0.2963
C: 5.921837 -0.070704 -3.571928  -0.2355
C: -0.715970 -1.935864 -4.628748  -0.1639
H: 1.074575 -7.549948 0.728528  0.0695
C: 8.232600 5.673124 -1.522909  -0.0680
H: 7.585549 0.916935 -2.595663  0.0714
O: -6.641620 7.130878 -1.182671  -0.3100
F: -1.861955 -0.544679 -8.939077  0.1598
H: 2.780757 2.286925 0.951194  0.1039
O: -2.446064 -3.467622 2.718283  -0.3115
O: 5.580580 3.331893 -1.782875  0.1328
H: -3.574058 -3.692623 -2.129589  0.0491
F: -6.690742 6.682830 5.550932  0.1791
H: -2.660122 -0.761461 -0.961106  0.0560
O: -4.997932 0.486838 0.357368  -0.2697
H: -2.627238 -2.795077 -3.785737  0.0621
H: 2.828900 -7.763980 0.634808  0.0772
C: 2.033221 -5.861135 -0.279148  -0.3475
F: 4.151820 5.816631 -2.697795  0.1698
O: 2.555081 -6.772953 -3.901652  -0.3170
C: -0.913792 -1.241247 -6.956462  -0.3324
H: 2.692195 1.182865 -4.911985  0.0688
O: 6.961475 4.491580 -3.164807  -0.0087
H: 2.977734 -5.340897 -0.119909  0.1165
C: -3.428509 -4.656699 -1.642290  -0.0544
H: 0.420551 2.649202 0.788451  0.0638
F: 3.648374 4.090759 -3.802375  0.2353
H: 3.004169 -0.990101 3.856595  0.1191
S: -3.428784 3.726498 -5.081978  0.6703
H: 6.086137 -1.096430 -3.241789  0.1154
H: -5.077215 -3.605331 3.052964  0.0410
C: -0.193560 -0.869585 4.503108  -0.0603
C: 8.138612 4.412835 -2.281897  -0.2082
O: -4.623916 5.648601 7.020014  0.0961
H: -1.359756 -3.954853 -4.161596  0.0825
H: -4.257952 -0.977122 -1.551067  0.0738
H: -3.149390 0.106591 -2.339735  0.0640
H: 1.711075 -0.338390 -4.591392  0.0412
H: -2.360086 4.503778 -0.989033  0.0659
F: -0.034080 -1.812554 -9.076708  0.1441
C: -5.955158 -3.270150 2.500733  -0.0686
C: -1.236506 -1.627386 -8.456511  -0.4335
H: -1.178752 -4.993765 4.830264  0.0773
O: -7.375758 -3.836028 0.271753  -0.3044
C: -3.509878 -0.207659 -1.360249  -0.0385
C: 2.031162 -7.027409 0.730527  -0.0557
C: 1.066455 3.527078 0.803995  -0.0647
H: -1.002380 2.445217 -4.626119  0.0907
F: -0.056351 -1.647653 9.696183  0.1589
O: 3.620879 -0.605216 -6.691591  -0.2882
O: -0.611075 -0.084749 -6.724899  0.1186
H: -0.888558 -6.455422 3.954801  0.0571
H: -1.955367 4.885167 5.777611  0.1359
O: 6.029650 -3.044661 4.179234  0.1181
H: 8.143854 3.503045 -1.681605  0.1148
F: 5.073035 5.456037 -4.588320  0.1835
H: -1.298627 -2.884791 -2.713580  0.0577
C: 5.718655 4.131947 -2.696202  -0.3088
F: -5.407333 8.223416 6.263589  0.1293
C: 2.560600 -3.163008 4.155045  -0.0430
C: 1.013451 -1.686035 8.870528  -0.6316
H: 1.101041 3.988743 -0.182796  0.0813
S: -2.103109 -4.901399 2.548023  0.6962
H: -5.720015 -2.284556 2.098973  0.0481
C: -3.603511 5.487483 0.552323  -0.2818
C: -2.353802 3.968984 3.772679  -0.0574
O: 1.778459 -6.396207 -1.496522  -0.2502
C: -3.177886 0.112330 2.287786  -0.0651
H: -3.231444 3.966408 3.126259  0.0550
H: 5.345046 0.355855 -2.751292  0.1012
H: 2.869979 -3.611939 -2.772025  0.0573
H: -3.301092 6.026890 1.449922  0.1064
C: 0.539193 -0.038830 5.538598  -0.1727
C: 0.150627 4.054208 -3.588462  -0.0261
H: -1.758977 -8.123993 1.716797  0.0610
As: 1.061362 -0.566335 -0.803241  0.9882
F: -0.218981 -1.769851 -0.540535  -0.2850
O: 4.036931 -2.139778 -4.767241  -0.3070
O: -0.985539 -2.209408 -6.016407  0.0118
H: -1.844077 4.010851 0.611450  0.0485
H: 0.056848 -5.094113 3.445111  0.0540
H: -5.611147 -4.883950 -1.403547  0.1170
H: 9.034028 4.333953 -2.898431  0.1228
S: 2.838037 -5.947551 -2.708919  0.7003
H: -2.182473 -8.457761 3.394565  0.0658
H: -1.845185 4.714411 3.161347  0.0687
S: 4.752747 4.236916 1.884657  0.6766
H: -1.831010 3.013185 3.807660  0.0820
F: -5.258726 7.622815 4.070211  0.1225
C: 5.481292 -2.752408 3.090468  -0.3563
H: -4.287021 4.755327 0.982272  0.0747
H: 2.298016 -6.617707 1.704707  0.0628
F: -0.017253 0.554881 -1.758733  -0.2984
H: 0.391237 4.806421 -4.339718  0.0841
F: 1.621998 -1.362771 -2.357113  -0.2980
H: -1.956213 2.258415 -6.426172  0.0304
O: -3.716206 5.591693 4.844707  0.0152
O: 4.469932 4.441146 3.333375  -0.3185
O: 4.200782 -5.832349 -2.223603  -0.2901
F: 0.490708 0.153102 0.752082  -0.2998
O: -1.596612 -5.380823 1.257516  -0.2899
H: 1.862053 -3.154441 3.318358  0.0713
H: 4.152430 -1.880585 4.873593  0.1195
C: -0.919923 -5.371803 3.841221  -0.1012
S: -6.354243 -4.463169 1.109218  0.6958
F: 7.270382 -2.131699 1.729941  0.1639
C: -1.549054 -2.954566 -3.772126  -0.0424
H: 7.370112 5.865873 -0.884888  0.0777
H: -2.930415 -5.401632 -2.262852  0.0898
O: -3.296004 -5.905855 3.160408  -0.2692
C: 2.116452 -4.329710 -3.096225  -0.1054
C: -3.631304 -7.090750 2.443379  -0.2596
C: -6.131611 4.641857 -1.587351  -0.1050
H: 1.537635 0.263044 5.222229  0.1189
O: -6.608569 -5.818724 1.573076  -0.3038
C: -5.477500 7.186865 5.375105  -0.4793
H: -4.568791 -7.504185 2.815243  0.1190
O: -4.822426 -4.402786 0.375533  -0.3013
F: -1.962527 -2.833416 -8.521324  0.1031
H: 5.552687 2.182109 0.608958  0.0571
F: 5.357561 -2.549269 0.718535  0.1495
O: 5.684212 5.103912 1.198491  -0.3072
F: 2.407258 0.643665 -1.108896  -0.2996
O: -5.954044 0.313527 2.725027  -0.2937
H: -2.558833 0.808541 1.721957  0.0465
H: 0.016105 0.915290 5.602771  0.1222
O: -1.995104 4.183224 -4.417295  -0.2866

Atoms 1-3, force components in eV/Å:
0.026 0.781 0.174
-0.369 -0.931 -2.495
-1.148 -0.041 2.282


(2)
ORCA calculation (ωB97M-V/def2-TZVPD) on a cluster of 7 separate species, C44H89Br2ClN11O8S in total.

**Net charge**: +1
**HOMO-LUMO gap**: 8.33 eV
**Highest occupied orbital energy**: -10.31 eV
**E**: -243277.4186 eV

Each line ends with the Löwdin charge.
Cartesian coordinates (Å):
C: 0.080003 -0.050782 -4.935651  -0.7440
N: 3.395655 1.003371 9.398672  -0.1920
O: 0.863544 1.644484 2.564204  -0.0090
C: -5.339028 0.169225 -2.164058  -0.1514
C: -1.990612 -1.284313 -2.898590  -0.0372
H: -4.239837 1.683581 6.171135  0.0952
H: -4.307418 2.718609 1.625947  0.1177
H: 6.503536 9.207010 -5.211654  0.0817
H: 4.143648 -0.100382 -5.457384  0.0593
H: -0.839080 -2.944112 3.342936  0.1273
H: -5.166350 3.295818 -1.960630  0.0527
C: 5.863349 -6.078000 -2.754561  -0.0306
H: -3.440379 -2.269201 -1.849229  0.1540
H: -2.670088 -1.582005 -3.686512  0.1404
H: 4.391798 0.749663 -7.002524  0.0926
H: 5.989343 -6.850735 -3.512329  0.0961
C: 4.911438 -3.819687 -3.291439  -0.0568
H: 6.249377 5.352883 -6.429444  0.0581
H: -3.790082 -1.610568 0.925546  0.1187
H: -7.346292 -1.429155 -2.020383  0.0849
H: -0.222701 1.500461 -2.543823  0.0921
H: -1.118636 -1.900182 -3.038602  0.0811
H: 1.598578 -0.643858 6.019058  0.0795
H: 1.656307 -0.064443 -6.315890  0.0354
C: -5.044433 3.893076 -2.850327  -0.5820
C: -3.096168 0.910030 -3.052793  -0.2717
C: 0.590119 0.123262 -6.326600  -0.1812
O: -4.204822 4.144141 4.977412  -0.0013
H: 7.914221 5.466403 -5.867927  0.1007
H: 2.717457 -5.072898 -3.457917  0.1267
C: -1.832945 -2.430842 -0.609854  -0.0787
H: -3.969741 1.424356 -1.163433  0.1211
H: 2.136088 0.320206 7.944659  0.1111
H: -2.948305 0.053579 2.005023  0.1196
N: -5.348823 -1.180575 -2.798814  -0.0814
Br: -2.187556 1.166793 -5.872729  0.9522
H: -1.626362 2.869209 2.626144  0.0642
H: -4.380251 0.539522 2.871796  0.1218
H: -3.716965 3.873383 -4.483241  0.0952
H: -2.092087 2.693243 -3.621111  0.0833
H: -4.701690 2.449150 -4.420703  0.0972
C: -6.518363 -2.007423 -2.413061  -0.0947
H: -2.437938 -3.778948 0.917070  0.1013
H: -7.593613 2.944023 7.189442  0.0901
H: -1.275123 -7.578739 0.472692  0.1170
H: 5.009222 3.936468 -5.180880  0.1188
C: -5.305564 1.859993 6.018438  -0.0387
C: 3.786689 2.081601 10.294207  -0.0338
N: 2.010860 -4.090119 4.129552  0.0512
C: 4.723813 0.667123 -5.966337  -0.0448
H: -6.009247 0.220842 -1.316045  0.1196
C: 0.096841 -3.440690 3.446938  -0.1707
H: 5.186931 -0.053859 9.167766  0.0909
C: 0.689842 -7.242927 1.152281  -0.2349
H: -3.081879 3.194837 3.587624  0.0357
H: -5.999396 4.120593 -3.296606  0.0761
H: 5.605114 -3.654005 -4.117664  0.0938
O: 0.540513 -4.377149 2.551678  0.0130
H: -0.203594 -7.190486 -0.857618  0.1228
N: 0.944517 -3.259035 4.352694  0.0466
H: 3.249922 -0.191176 5.528994  0.0933
C: 4.141256 -0.240663 9.418987  -0.0518
N: 6.725386 7.142533 -5.459460  -0.1947
Br: 1.330687 -0.974729 -3.865542  0.8357
H: 2.256170 -1.227193 4.486760  0.0458
C: -0.451132 -6.943063 0.169966  -0.1863
C: -3.446154 2.075760 1.741475  -0.2008
H: 6.167545 8.606398 -6.845595  0.0895
C: -1.924219 -5.013709 -0.703948  -0.1750
H: -2.489378 0.006537 -0.321686  0.1359
N: -2.664698 -1.651728 -1.598946  0.0081
H: 0.964591 -8.281277 1.034244  0.1120
H: -5.368335 5.218660 6.251911  0.1370
H: -5.661773 0.915986 -2.882809  0.1186
O: -4.719103 0.185236 0.872412  -0.1064
H: -2.703648 -5.766574 -0.756841  0.1153
H: 4.091329 -0.690312 10.412208  0.0911
C: 3.701772 2.007509 -4.116040  -0.0601
C: -3.915599 0.533407 -1.766209  -0.1986
H: -2.853284 2.872099 -2.079757  0.1030
H: -0.063067 -4.825013 0.297076  0.0901
C: 1.944192 -6.410062 0.896858  -0.4575
H: -6.816170 -2.612979 -3.254448  0.0812
H: -6.785004 4.434954 7.703127  0.0844
O: 3.263182 -6.983847 -3.044518  0.0086
C: 2.235584 -0.388107 5.171472  -0.0656
C: -5.041913 4.241959 5.859291  -0.3310
H: -1.642576 -1.836207 0.267486  0.1219
O: 6.201861 5.754422 -3.740997  -0.0085
C: 3.507215 -5.803519 -3.201093  -0.3691
H: -5.879894 1.133182 6.586493  0.0864
N: 4.552294 1.938943 -5.285854  -0.1902
H: 0.527331 2.352420 5.213335  0.0974
H: -2.346682 1.612806 3.561630  0.0702
H: -6.215793 -2.710704 -1.642875  0.0597
H: 0.459114 1.132035 -6.680467  0.0627
H: 6.052576 7.781084 -3.636674  0.1323
H: 1.473709 -0.284433 2.771679  0.1240
C: -3.865526 0.637904 1.921416  -0.2160
O: 1.686985 2.215438 8.513460  0.0096
H: 2.161167 2.808183 4.709694  0.0988
H: 1.749786 -5.522391 0.308766  0.0647
N: -5.652310 3.202287 6.449394  -0.1944
C: 1.727458 -4.718985 3.048734  -0.7142
H: 6.761213 -5.468430 -2.703031  0.0881
C: -3.267061 -0.503108 -0.870284  -0.1970
H: 3.955766 -3.357536 -3.528332  0.0608
H: -5.082113 -1.524922 -0.222839  0.1128
N: 4.720997 -5.239225 -3.087539  -0.1986
H: -3.703497 0.568011 -3.871531  0.0729
H: 1.915065 1.937833 6.240205  0.0492
H: -2.796500 2.117505 0.872199  0.0917
H: 0.160754 -0.618112 -6.987682  0.0928
C: -6.640645 3.377129 7.498285  -0.0516
C: 1.571923 2.043315 5.216077  -0.0123
H: -5.522063 1.745365 4.954630  0.0830
O: 5.926984 3.008459 -6.741201  0.0133
H: -3.611308 -3.658269 -0.335106  0.1104
H: 3.724895 -0.938841 8.695787  0.0826
H: 0.313971 -7.090495 2.154431  0.1016
C: 6.309399 6.875359 -4.212807  -0.3558
H: 5.313804 -3.359434 -2.386915  0.0926
N: -0.793412 0.778076 -2.126263  0.1155
S: 2.813340 -5.876885 2.390253  1.0349
C: -2.580117 2.477545 2.945294  -0.0787
C: 5.196735 3.020842 -5.767306  -0.3408
C: -0.907777 -5.507172 0.327319  -0.2375
C: -1.110554 0.357315 -4.509164  -0.5648
C: -4.266830 -0.953566 0.201013  -0.1664
C: 1.327019 0.720917 3.211485  -0.3678
C: 7.094904 6.025377 -6.319127  -0.0271
C: 2.351214 1.196812 8.578422  -0.3666
H: 4.083300 1.334616 -3.344793  0.0899
H: 3.679147 3.021557 -3.723083  0.0914
H: 2.957285 2.335970 10.953857  0.0942
Cl: -4.234028 5.377862 -2.302426  0.5951
H: 4.641963 1.770945 10.887963  0.0866
H: 2.687243 1.702329 -4.386101  0.0508
H: -1.507180 -4.913254 -1.699940  0.1179
C: -2.986314 2.442501 -3.064293  -0.2055
C: -1.718511 0.205299 -3.099259  -0.4817
C: -4.132069 3.139716 -3.807469  -0.2840
C: -2.541514 -3.723033 -0.156247  -0.1628
H: -1.336762 -5.434094 1.317685  0.1075
H: 2.644101 -6.998143 0.326287  0.0764
H: 4.046160 2.968702 9.716573  0.0943
H: 7.842252 8.717056 -6.265124  0.0901
H: 5.698335 -6.566032 -1.794366  0.0908
H: -5.458602 -1.013164 -3.790354  0.1042
H: -1.277500 1.237186 -1.364340  0.0798
H: -0.870355 -2.720929 -1.009842  0.1296
N: 1.705029 0.780168 4.496852  -0.1800
C: 6.814241 8.495051 -5.973167  -0.0571
H: -6.306458 2.883278 8.412110  0.0913
H: 7.398811 6.392859 -7.295414  0.0914
H: 5.777029 0.384793 -5.971036  0.0941

Atoms 1-3, force components in eV/Å:
-0.107 0.105 -0.286
0.118 -0.076 0.058
-0.071 -0.001 -0.032